Molecular formula: C77H184N12O14
Method: DFT, the ωB97M-V functional and the def2-TZVPD basis

```
! wB97M-V def2-TZVPD RIJCOSX def2/J DEFGRID3
* xyz 0 1
C 7.11564 -6.39957 2.69287
C 7.41768 -5.03404 2.09606
C 6.37596 -4.59135 1.04900
O 6.91378 -3.41917 0.45889
C 6.03252 -2.87154 -0.48561
N 7.65598 -3.98602 3.09443
H 7.16004 -7.19506 1.94719
H 6.18597 -6.43460 3.25978
H 7.93871 -6.64299 3.36966
H 8.37462 -5.13204 1.57341
H 5.45269 -4.37095 1.60079
H 6.12639 -5.37745 0.32886
H 6.53766 -2.16523 -1.14915
H 5.25125 -2.23387 -0.05004
H 5.48418 -3.56750 -1.12758
H 7.91248 -3.18071 2.52245
H 6.75128 -3.66327 3.44730
C -2.04997 1.30073 -7.12729
C -1.54270 0.64795 -5.85599
C -0.01810 0.47289 -5.94902
O 0.40422 -0.42757 -4.95215
C 1.74507 -0.86617 -5.15580
N -1.94352 1.43359 -4.68631
H -1.41031 2.12945 -7.45546
H -3.05732 1.71840 -7.12414
H -1.99967 0.61329 -7.97769
H -1.97284 -0.36169 -5.81917
H 0.52685 1.42290 -5.92278
H 0.18405 0.05775 -6.94672
H 2.03754 -1.55588 -4.36884
H 2.52802 -0.12455 -5.32712
H 1.62921 -1.45047 -6.07906
H -2.90592 1.16019 -4.43717
H -1.44074 0.98673 -3.91438
C -3.12187 -2.00602 -2.87799
C -4.18748 -0.96513 -2.66894
C -3.87602 0.04064 -1.56747
O -4.95662 0.92970 -1.38239
C -4.65952 1.88538 -0.38245
N -4.27478 -0.25217 -3.99385
H -2.18095 -1.52287 -3.16378
H -3.37739 -2.70796 -3.66909
H -2.82956 -2.48292 -1.93781
H -5.18292 -1.34196 -2.43816
H -2.96988 0.58478 -1.85147
H -3.67127 -0.52277 -0.65278
H -4.68744 1.32500 0.56376
H -5.43376 2.63894 -0.23746
H -3.70647 2.39780 -0.53205
H -4.67376 -0.95470 -4.61609
H -5.05979 0.39592 -3.89697
C 7.40180 0.87467 3.86766
C 6.92833 -0.32929 3.13975
C 5.40555 -0.31325 2.95724
O 4.71299 -0.13670 4.19059
C 3.48078 0.48448 4.00712
N 7.59524 -0.48438 1.84876
H 8.48894 0.96183 3.95873
H 7.03179 0.92551 4.89297
H 7.15372 1.85594 3.44378
H 7.20269 -1.21162 3.72252
H 5.10006 -1.30975 2.60706
H 5.01003 0.38686 2.21512
H 2.80792 0.51603 4.86817
H 2.84174 -0.07262 3.30258
H 3.56858 1.51645 3.64683
H 7.48073 0.35533 1.29380
H 7.28925 -1.28694 1.31328
C 2.33056 -4.88485 -4.19197
C 3.25895 -5.11704 -5.36323
C 4.73934 -5.30118 -4.98622
O 5.22384 -4.14152 -4.34441
C 6.52528 -4.23869 -3.78741
N 2.71395 -6.22112 -6.15980
H 2.16416 -5.83119 -3.65689
H 1.30091 -4.78247 -4.55447
H 2.54949 -4.03323 -3.55441
H 3.19777 -4.23488 -6.01331
H 5.30113 -5.41325 -5.92100
H 4.84515 -6.22812 -4.40898
H 7.24847 -4.44057 -4.58370
H 6.50051 -4.95668 -2.96480
H 6.69947 -3.22630 -3.42237
H 3.41187 -6.51943 -6.83963
H 2.70497 -6.97815 -5.46886
C -7.44989 -4.30957 0.91145
C -7.23304 -2.89172 0.35626
C -5.82572 -2.57961 -0.18969
O -4.80946 -2.64254 0.81528
C -5.00546 -1.74207 1.87081
N -8.21861 -2.73149 -0.71889
H -8.47961 -4.44787 1.22539
H -6.77683 -4.33655 1.77378
H -7.15653 -5.07992 0.19962
H -7.47605 -2.14278 1.11098
H -5.86488 -1.57416 -0.61649
H -5.56957 -3.23138 -1.02632
H -5.72200 -2.08708 2.62838
H -5.47688 -0.81162 1.52743
H -4.12644 -1.46915 2.45500
H -8.00828 -3.35350 -1.49603
H -8.19290 -1.81261 -1.15678
C 5.10209 -0.50490 -4.33270
C 5.29462 0.88610 -3.75065
C 4.04736 1.57400 -3.23172
O 4.48060 2.78256 -2.62201
C 3.39475 3.61355 -2.25203
N 6.35251 0.81469 -2.73828
H 5.02731 -1.27557 -3.55720
H 5.95832 -0.85743 -4.90759
H 4.16020 -0.54800 -4.88418
H 5.68876 1.49111 -4.58333
H 3.64542 0.89159 -2.46766
H 3.28727 1.80071 -3.98175
H 2.69649 3.16341 -1.54301
H 2.88075 3.98145 -3.14395
H 3.81648 4.49790 -1.77371
H 7.22866 0.64578 -3.21470
H 6.41638 1.70047 -2.24891
C 0.21547 -5.48879 0.39922
C -1.10608 -5.64997 -0.37169
C -1.10570 -7.05612 -1.00265
C -1.59654 -8.17850 -0.10950
C -2.94169 -7.76892 0.44677
C -2.88276 -6.44324 1.26010
N -2.32959 -5.37357 0.41878
O -2.29111 -4.12207 1.04760
C -4.30450 -6.05604 1.70378
C -2.03213 -6.68785 2.51739
C -1.10240 -4.70861 -1.58263
H 0.31334 -6.06706 1.31586
H 0.38662 -4.45890 0.71219
H 1.00466 -5.74523 -0.30905
H -1.79057 -7.07281 -1.85795
H -0.15240 -7.33764 -1.45644
H -0.88572 -8.52456 0.64666
H -1.71613 -9.11801 -0.66122
H -3.29048 -8.57862 1.09694
H -3.74759 -7.70119 -0.28905
H -4.89945 -5.79308 0.82552
H -4.80364 -6.77652 2.34544
H -4.25477 -5.08557 2.20661
H -1.11719 -7.27201 2.43897
H -1.73666 -5.68580 2.84784
H -2.63518 -7.11725 3.31947
H -0.31724 -5.03010 -2.26793
H -0.92400 -3.67623 -1.26954
H -2.07628 -4.71322 -2.07035
H -3.01478 -3.64514 0.61312
C 2.13062 -2.52665 -0.85850
C 1.86175 -1.07453 -0.41543
C 1.50651 -0.34541 -1.71825
C 1.03606 1.10353 -1.48075
C -0.25053 0.99247 -0.67831
C -0.12741 0.13222 0.59135
N 0.68476 -1.05837 0.45395
O 0.81396 -1.78940 1.64209
C 0.42840 1.06098 1.70714
C -1.54663 -0.25715 1.04418
C 3.15168 -0.48723 0.18620
H 2.31335 -3.17872 -0.00155
H 3.05540 -2.53458 -1.44471
H 1.38194 -2.98062 -1.50628
H 2.37566 -0.25429 -2.37278
H 0.74037 -0.94622 -2.21111
H 0.89309 1.55341 -2.46380
H 1.77062 1.67502 -0.91311
H -1.10176 0.63380 -1.26061
H -0.57696 1.96121 -0.28726
H 0.67964 0.51669 2.62264
H 1.37042 1.53911 1.42146
H -0.25922 1.84384 2.03641
H -2.30761 0.51692 0.95241
H -1.84250 -1.09925 0.40971
H -1.52474 -0.63766 2.06624
H 3.09114 0.59603 0.30573
H 3.96539 -0.50892 -0.54649
H 3.40190 -1.07920 1.06332
H 0.57206 -2.68937 1.38686
C -2.74698 5.39823 -6.88245
C -2.04771 5.98804 -5.65590
C -3.11118 6.81436 -4.95330
C -2.62037 7.34566 -3.58681
C -2.31676 6.15849 -2.68038
C -1.28479 5.19498 -3.34040
N -1.62984 4.91976 -4.75917
O -0.77857 3.98901 -5.36822
C 0.13142 5.82304 -3.25806
C -1.30992 3.90391 -2.55793
C -0.94656 6.94609 -6.12831
H -3.00805 6.15730 -7.61968
H -3.59687 4.75550 -6.64736
H -2.08500 4.73035 -7.44704
H -3.51980 7.62391 -5.55981
H -3.98567 6.20847 -4.68969
H -3.38497 8.02178 -3.19752
H -1.74037 7.98206 -3.69025
H -3.20078 5.59622 -2.38250
H -1.74773 6.48306 -1.80598
H 0.90666 5.15231 -3.62657
H 0.17919 6.83442 -3.65160
H 0.35941 5.90832 -2.18650
H -1.28274 4.03286 -1.47133
H -2.23230 3.34061 -2.73190
H -0.52147 3.18464 -2.79313
H -1.29025 7.41853 -7.05340
H -0.06813 6.34368 -6.37236
H -0.67146 7.79885 -5.51127
H -1.37087 3.23476 -5.56261
C 2.48734 7.46252 2.16199
C 1.68662 7.36845 0.84657
C 2.09508 6.08559 0.10251
C 1.43566 4.81943 0.63153
C -0.06608 5.00804 0.72506
C -0.50955 6.21016 1.58205
N 0.23116 7.37618 1.12043
O -0.14897 8.57148 1.76722
C -2.01975 6.45908 1.32531
C -0.38177 5.88948 3.08742
C 2.00192 8.55275 -0.05491
H 2.18849 6.68470 2.86751
H 2.31163 8.36109 2.76096
H 3.54674 7.42203 1.91059
H 1.82631 6.20282 -0.95592
H 3.17312 5.93673 -0.00485
H 1.77726 4.65879 1.66252
H 1.80017 3.94409 0.09098
H -0.48520 4.09952 1.16409
H -0.49068 5.18977 -0.26522
H -2.47257 5.55226 0.90617
H -2.57558 6.64672 2.24221
H -2.22201 7.20694 0.55959
H -1.16720 5.19900 3.40049
H 0.52709 5.29907 3.24369
H -0.36491 6.74685 3.75939
H 2.96448 8.41145 -0.56182
H 2.16892 9.47884 0.49537
H 1.29420 8.66070 -0.87523
H 0.19927 8.45548 2.66800
C -3.03467 1.15737 4.23253
C -4.25955 2.00416 4.65172
C -5.56051 1.34521 4.14711
C -6.10644 0.28894 5.07212
C -6.26864 0.94260 6.46077
C -4.97925 1.50302 7.08113
N -4.35624 2.37372 6.06121
O -3.17718 2.99159 6.54587
C -5.47959 2.39649 8.21547
C -4.02392 0.44055 7.59718
C -4.15075 3.33611 3.87071
H -2.87747 0.21714 4.76365
H -2.12711 1.71699 4.48583
H -2.95963 1.02468 3.15397
H -6.35820 2.06973 3.97145
H -5.29328 0.83458 3.21822
H -5.43648 -0.57616 5.10167
H -7.12612 -0.02518 4.84145
H -6.74090 0.21312 7.11688
H -6.89975 1.79272 6.18955
H -4.63587 2.86985 8.72027
H -6.07532 3.20342 7.78334
H -6.13266 1.87518 8.91430
H -3.45516 0.79925 8.45737
H -4.56045 -0.41286 8.02667
H -3.34401 0.03196 6.85213
H -4.90054 4.08130 4.14304
H -4.23279 3.17183 2.79331
H -3.19267 3.83363 4.04462
H -3.42010 3.92297 6.50111
C -0.04911 -1.04198 5.28179
C 0.53506 -1.06853 6.69621
O -0.54949 -0.91079 7.63653
H -0.06013 -0.02942 4.87166
H -1.11937 -1.23481 5.39358
H 0.31440 -1.81594 4.60718
H 1.25713 -0.26282 6.85763
H 1.07320 -1.98779 6.92248
H -0.79141 0.01863 7.55643
C 1.95869 -4.52641 3.57040
C 3.27026 -3.73869 3.57199
O 4.32373 -4.62430 3.88014
H 1.73470 -4.87332 4.58477
H 2.00719 -5.37800 2.89488
H 1.08138 -3.89798 3.38701
H 3.13409 -2.92501 4.29367
H 3.39652 -3.25554 2.60125
H 4.35387 -4.79687 4.82484
*
```

Properties
highest occupied orbital energy	-7.75	eV
calculated total energy	-129368.861	eV
orbital gap	8.1	eV

Atomic partial charges in e from the Löwdin method, atoms 1 to 99: number 1, C, carries -0.065; number 2, C, carries -0.431; number 3, C, carries -0.188; number 4, O, carries -0.190; number 5, C, carries -0.127; number 6, N, carries 0.058; number 7, H, carries 0.074; number 8, H, carries 0.063; number 9, H, carries 0.075; number 10, H, carries 0.137; number 11, H, carries 0.110; number 12, H, carries 0.126; number 13, H, carries 0.085; number 14, H, carries 0.059; number 15, H, carries 0.078; number 16, H, carries 0.048; number 17, H, carries 0.055; number 18, C, carries -0.070; number 19, C, carries -0.425; number 20, C, carries -0.205; number 21, O, carries -0.189; number 22, C, carries -0.097; number 23, N, carries 0.054; number 24, H, carries 0.073; number 25, H, carries 0.080; number 26, H, carries 0.080; number 27, H, carries 0.129; number 28, H, carries 0.132; number 29, H, carries 0.125; number 30, H, carries 0.077; number 31, H, carries 0.063; number 32, H, carries 0.097; number 33, H, carries 0.047; number 34, H, carries 0.065; number 35, C, carries -0.044; number 36, C, carries -0.399; number 37, C, carries -0.220; number 38, O, carries -0.170; number 39, C, carries -0.093; number 40, N, carries 0.037; number 41, H, carries 0.082; number 42, H, carries 0.090; number 43, H, carries 0.059; number 44, H, carries 0.111; number 45, H, carries 0.105; number 46, H, carries 0.099; number 47, H, carries 0.069; number 48, H, carries 0.092; number 49, H, carries 0.085; number 50, H, carries 0.084; number 51, H, carries 0.085; number 52, C, carries -0.074; number 53, C, carries -0.438; number 54, C, carries -0.194; number 55, O, carries -0.175; number 56, C, carries -0.131; number 57, N, carries 0.063; number 58, H, carries 0.081; number 59, H, carries 0.080; number 60, H, carries 0.084; number 61, H, carries 0.130; number 62, H, carries 0.106; number 63, H, carries 0.114; number 64, H, carries 0.077; number 65, H, carries 0.068; number 66, H, carries 0.095; number 67, H, carries 0.075; number 68, H, carries 0.037; number 69, C, carries -0.070; number 70, C, carries -0.455; number 71, C, carries -0.211; number 72, O, carries -0.211; number 73, C, carries -0.092; number 74, N, carries 0.036; number 75, H, carries 0.078; number 76, H, carries 0.080; number 77, H, carries 0.058; number 78, H, carries 0.135; number 79, H, carries 0.122; number 80, H, carries 0.129; number 81, H, carries 0.092; number 82, H, carries 0.089; number 83, H, carries 0.070; number 84, H, carries 0.070; number 85, H, carries 0.070; number 86, C, carries -0.046; number 87, C, carries -0.425; number 88, C, carries -0.181; number 89, O, carries -0.203; number 90, C, carries -0.112; number 91, N, carries 0.027; number 92, H, carries 0.078; number 93, H, carries 0.067; number 94, H, carries 0.077; number 95, H, carries 0.130; number 96, H, carries 0.094; number 97, H, carries 0.133; number 98, H, carries 0.090; number 99, H, carries 0.082